1.
11
Properties=species:S:1:pos:R:3 method="wB97M-V/def2-TZVPD" homo_energy_ha=-0.0883 relative_energy_kj_mol=143.8 charge=-1 multiplicity=1 largest_force_ev_per_a=3.2
S 1.413 -4.266 0.745
H 1.572 -3.477 1.732
C -1.545 0.932 0.579
S -0.041 2.025 0.134
C 0.818 0.866 -1.022
H -1.572 0.141 -0.275
H -1.402 0.302 1.503
H -2.591 1.514 0.439
H 0.403 -0.157 -1.139
H 1.975 0.775 -0.710
H 0.970 1.344 -1.987

***

2.
11
Properties=species:S:1:pos:R:3 method="wB97M-V/def2-TZVPD" homo_energy_ha=-0.1127 relative_energy_kj_mol=77.6 charge=-1 multiplicity=1 largest_force_ev_per_a=2.6
S -3.436 0.584 -0.552
H -3.810 -0.221 0.479
C 1.287 0.713 0.359
C 0.943 -0.752 0.047
S -0.369 -0.842 -1.234
H 1.515 1.342 -0.490
H 0.708 1.416 0.980
H 2.255 0.659 0.882
H 0.661 -1.456 0.816
H 1.845 -1.312 -0.505
H -1.600 -0.132 -0.782

***

3.
12
Properties=species:S:1:pos:R:3 method="wB97M-V/def2-TZVPD" homo_energy_ha=-0.0744 relative_energy_kj_mol=56.3 charge=-1 multiplicity=1 largest_force_ev_per_a=1.5
C -2.282 0.764 -0.112
S -1.182 2.042 -0.759
H -3.151 1.153 0.422
H -1.740 0.083 0.538
H -2.727 0.166 -0.910
C 2.043 -1.292 -0.455
S 1.850 0.193 0.662
S 1.259 -0.582 2.446
H 1.740 -2.221 0.010
H 1.479 -1.052 -1.359
H 3.079 -1.332 -0.795
H -0.368 2.080 0.313

***

4.
10
Properties=species:S:1:pos:R:3 method="wB97M-V/def2-TZVPD" homo_energy_ha=-0.4847 relative_energy_kj_mol=0.0 smiles=C.C multiplicity=1 largest_force_ev_per_a=0.4
C -1.717 -1.150 0.166
H -2.529 -1.394 0.867
H -1.044 -2.014 0.068
H -1.152 -0.286 0.547
H -2.144 -0.903 -0.817
C 1.717 1.149 -0.166
H 0.920 1.151 -0.924
H 2.071 0.120 -0.007
H 1.325 1.552 0.779
H 2.553 1.775 -0.512

***

5.
10
Properties=species:S:1:pos:R:3 method="wB97M-V/def2-TZVPD" homo_energy_ha=-0.4908 relative_energy_kj_mol=1.6 smiles=C.C multiplicity=1 largest_force_ev_per_a=0.4
C 0.419 -1.709 -4.342
H 1.183 -1.038 -4.760
H -0.579 -1.369 -4.655
H 0.483 -1.698 -3.244
H 0.589 -2.732 -4.709
C -0.419 1.709 4.342
H -0.006 2.568 3.792
H 0.333 1.330 5.050
H -0.688 0.914 3.632
H -1.316 2.025 4.894

***

6.
18
Properties=species:S:1:pos:R:3 method="wB97M-V/def2-TZVPD" homo_energy_ha="-0.4896 / -0.4381" s2=0.7557 relative_energy_kj_mol=64.8 charge=+1 multiplicity=2 largest_force_ev_per_a=1.9
Ag 0.279 2.805 -1.364
Cl -0.388 0.688 -0.009
C -3.221 -3.168 0.083
O -2.848 -3.139 1.262
N -3.803 -4.245 -0.434
N -3.037 -2.120 -0.779
H -3.862 -5.057 0.156
H -4.277 -4.151 -1.314
H -3.219 -2.373 -1.735
H -2.312 -1.479 -0.513
C 2.882 2.991 0.564
O 1.708 3.369 0.356
N 3.984 3.609 0.115
N 3.105 1.784 1.118
H 3.809 4.508 -0.307
H 4.930 3.305 0.249
H 4.001 1.449 1.419
H 2.270 1.222 1.134

***

7.
13
Properties=species:S:1:pos:R:3 method="wB97M-V/def2-TZVPD" homo_energy_ha=-0.1438 charge=-1 multiplicity=1 largest_force_ev_per_a=0.2
C -0.503 1.668 0.409
O -1.130 0.972 -0.634
C -1.063 -0.478 -0.465
Al 0.774 -1.343 -0.359
O 1.691 -0.777 1.072
H -1.047 2.603 0.585
H -0.482 1.088 1.337
H 0.541 1.915 0.166
H -1.729 -0.737 0.377
H -1.570 -0.862 -1.359
H 1.630 -0.937 -1.703
H 0.510 -2.956 -0.242
H 2.376 -0.156 0.817

***

8.
12
Properties=species:S:1:pos:R:3 method="wB97M-V/def2-TZVPD" homo_energy_ha=-0.3825 relative_energy_kj_mol=85.7 smiles=CB(C)N multiplicity=1 largest_force_ev_per_a=4.6
B -0.074 -0.026 -0.001
C 1.643 0.348 -0.635
C -1.608 0.320 -0.327
N -0.096 -0.931 1.060
H -1.758 1.299 -0.878
H 2.213 0.175 0.296
H 2.210 -0.323 -1.288
H 1.815 1.409 -0.782
H -2.049 -0.316 -1.071
H -2.143 0.491 0.687
H 0.736 -1.343 1.414
H -0.888 -1.105 1.524

***

9.
15
Properties=species:S:1:pos:R:3 method="wB97M-V/def2-TZVPD" homo_energy_ha=-0.3289 relative_energy_kj_mol=68.4 smiles="CCN[P@@](N)(=O)Cl" multiplicity=1 largest_force_ev_per_a=6.1
C -1.774 -0.711 0.109
C -0.514 -1.449 -0.343
N 2.376 1.523 -0.141
N 0.458 -0.642 0.398
O 0.224 1.251 -1.585
P 0.747 1.194 -0.259
Cl -0.214 2.308 1.199
H -1.816 0.261 -0.214
H -2.648 -1.281 -0.139
H -1.854 -0.670 1.185
H -0.483 -2.407 -0.028
H -0.319 -1.302 -1.330
H 2.866 1.083 -0.910
H 2.888 1.404 0.736
H 0.065 -0.561 1.323

***

10.
17
Properties=species:S:1:pos:R:3 method="wB97M-V/def2-TZVPD" homo_energy_ha="-0.6869 / -0.6545" s2=2.0069 relative_energy_kj_mol=131.5 charge=+2 multiplicity=3 largest_force_ev_per_a=7.6
C 1.803 -0.273 0.412
C 1.458 0.530 -0.880
N 0.494 1.603 -0.697
Si -1.050 1.159 0.109
S -1.692 -0.908 -0.164
O -0.897 -1.692 -1.121
O -3.091 -0.842 -0.636
F -1.791 -1.632 1.388
H 2.744 -0.827 0.185
H 2.066 0.431 1.231
H 1.060 -1.042 0.699
H 2.414 1.026 -1.213
H 1.166 -0.117 -1.765
H 0.382 2.188 -1.536
H -1.047 1.427 1.556
H -2.105 2.005 -0.479
Ni -1.914 -3.037 2.909

***

11.
14
Properties=species:S:1:pos:R:3 method="wB97M-V/def2-TZVPD" homo_energy_ha=-0.3140 relative_energy_kj_mol=20.0 smiles=FC[C@H](P)[PH]#[PH2] multiplicity=1 largest_force_ev_per_a=3.3
C 1.147 0.021 1.471
C -0.077 -0.563 0.823
F 1.783 0.842 0.564
P 0.222 -1.805 -0.523
P 0.238 1.508 -1.710
P -1.129 1.045 -0.158
H 0.871 0.774 2.206
H 1.927 -0.694 1.807
H -0.788 -0.793 1.562
H 1.275 -0.966 -1.008
H 1.175 -2.614 0.046
H -0.857 2.077 -2.567
H 0.761 2.722 -1.098
H -1.871 0.027 -0.786

***

12.
11
Properties=species:S:1:pos:R:3 method="wB97M-V/def2-TZVPD" homo_energy_ha=-0.6069 relative_energy_kj_mol=268.6 charge=+1 multiplicity=1 largest_force_ev_per_a=7.5
C 0.515 -0.190 1.114
C -0.095 -0.056 -1.347
N -0.453 0.335 0.048
H 1.313 0.326 1.513
H -0.273 -0.044 2.437
H 0.622 -1.215 1.255
H 0.704 -0.781 -1.424
H -0.963 -0.488 -1.836
H 0.199 0.756 -2.033
H -1.392 -0.033 0.212
H -0.501 1.338 -0.014